Computed, not measured: a 14-piece molecular cluster, C46H92Br10O27 overall, with wB97M-V/def2-TZVPD.

Values from the calculation:
- Gap between HOMO and LUMO: 10.445 eV
- LUMO level: 0.0105 Ha

Each atom is followed by the atoms it is bonded to, with distances in Å.
CARTESIAN COORDINATES (ANGSTROEM)
1 Br 2.06 4.03 0.92  C2 1.946
2 C 2.62 2.80 -0.48  Br1 1.946, C3 1.486, H5 1.114, H6 1.086
3 C 1.53 2.43 -1.42  C2 1.486, Br4 1.947, H7 1.095, H8 1.083
4 Br 2.33 1.41 -2.88  C3 1.947
5 H 3.08 1.98 0.12  C2 1.114
6 H 3.40 3.35 -1.00  C2 1.086
7 H 1.10 3.29 -1.96  C3 1.095
8 H 0.78 1.73 -1.08  C3 1.083
9 Br -4.26 -2.51 -3.74  C10 1.942
10 C -4.28 -1.62 -5.46  Br9 1.942, C11 1.513, H13 1.084, H14 1.046
11 C -3.37 -0.41 -5.39  C10 1.513, Br12 1.963, H15 1.089, H16 1.104
12 Br -3.34 0.69 -7.01  C11 1.963
13 H -5.34 -1.42 -5.52  C10 1.084
14 H -3.82 -2.26 -6.15  C10 1.046
15 H -2.38 -0.82 -5.20  C11 1.089
16 H -3.66 0.19 -4.51  C11 1.104
17 Br -4.22 -3.70 0.30  C18 1.891
18 C -3.13 -4.52 1.60  Br17 1.891, C19 1.526, H21 1.117, H22 1.099
19 C -1.79 -4.65 0.89  C18 1.526, Br20 1.967, H23 1.023, H24 1.113
20 Br -0.40 -5.76 1.75  C19 1.967
21 H -3.66 -5.45 1.94  C18 1.117
22 H -2.98 -3.85 2.46  C18 1.099
23 H -1.36 -3.76 0.62  C19 1.023
24 H -2.03 -5.27 0.01  C19 1.113
25 Br -5.62 5.28 -6.39  C26 1.951
26 C -5.13 3.85 -5.14  Br25 1.951, C27 1.536, H29 1.113, H30 1.101
27 C -3.71 4.13 -4.63  C26 1.536, Br28 1.895, H31 1.081, H32 1.145
28 Br -3.33 3.22 -3.01  C27 1.895
29 H -5.24 2.86 -5.62  C26 1.113
30 H -5.86 4.04 -4.34  C26 1.101
31 H -3.60 5.19 -4.46  C27 1.081
32 H -2.96 3.84 -5.45  C27 1.145
33 Br -1.94 2.07 0.35  C34 1.963
34 C -2.87 3.58 1.19  Br33 1.963, C35 1.473, H37 1.111, H38 1.112
35 C -3.55 3.19 2.44  C34 1.473, Br36 1.926, H39 1.110, H40 1.112
36 Br -4.44 4.60 3.40  C35 1.926
37 H -3.57 4.00 0.44  C34 1.111
38 H -2.04 4.30 1.37  C34 1.112
39 H -2.83 2.75 3.17  C35 1.110
40 H -4.41 2.51 2.24  C35 1.112
41 C 2.69 1.85 -8.66  C42 1.533, H48 1.085, H49 1.100, H50 1.080
42 C 1.77 1.62 -7.45  C41 1.533, O43 1.417, H51 1.062, H52 1.100
43 O 1.20 2.85 -7.04  C42 1.417, C44 1.335
44 C 0.36 2.79 -6.01  O43 1.335, O45 1.205, O46 1.370
45 O -0.25 3.76 -5.64  C44 1.205
46 O 0.18 1.51 -5.56  C44 1.370, C47 1.390
47 C -0.78 1.41 -4.57  O46 1.390, H53 1.070, H54 1.090, H55 1.065
48 H 3.43 2.61 -8.44  C41 1.085
49 H 2.11 2.14 -9.55  C41 1.100
50 H 3.21 0.96 -8.97  C41 1.080
51 H 2.32 1.09 -6.71  C42 1.062
52 H 0.97 0.92 -7.74  C42 1.100
53 H -0.78 0.36 -4.32  C47 1.070
54 H -1.77 1.71 -4.92  C47 1.090
55 H -0.54 1.93 -3.68  C47 1.065
56 C -0.45 5.04 4.25  C57 1.485, H63 1.105, H64 1.092, H65 1.095
57 C -0.17 3.61 3.96  C56 1.485, O58 1.476, H66 1.083, H67 1.066
58 O 1.26 3.36 4.24  C57 1.476, C59 1.284
59 C 1.65 3.40 5.46  O58 1.284, O60 1.183, O61 1.368
60 O 1.11 3.02 6.44  C59 1.183
61 O 2.92 3.90 5.40  C59 1.368, C62 1.436
62 C 3.73 3.64 6.55  O61 1.436, H68 1.074, H69 1.105, H70 1.055
63 H -0.61 5.24 5.33  C56 1.105
64 H -1.33 5.47 3.77  C56 1.092
65 H 0.34 5.70 3.88  C56 1.095
66 H -0.43 3.46 2.92  C57 1.083
67 H -0.71 2.92 4.58  C57 1.066
68 H 4.58 4.29 6.54  C62 1.074
69 H 4.10 2.59 6.57  C62 1.105
70 H 3.23 3.77 7.47  C62 1.055
71 C 2.79 -6.04 0.49  C72 1.545, H78 1.100, H79 1.055, H80 1.126
72 C 2.89 -6.20 -1.04  C71 1.545, O73 1.405, H81 1.081, H82 1.062
73 O 3.52 -5.10 -1.65  C72 1.405, C74 1.356
74 C 4.85 -5.33 -1.77  O73 1.356, O75 1.169, O76 1.346
75 O 5.46 -6.25 -1.39  C74 1.169
76 O 5.37 -4.18 -2.23  C74 1.346, C77 1.464
77 C 6.80 -4.16 -1.92  O76 1.464, H83 1.096, H84 1.120, H85 1.101
78 H 2.04 -5.27 0.73  C71 1.100
79 H 3.72 -5.88 0.98  C71 1.055
80 H 2.36 -6.98 0.93  C71 1.126
81 H 1.86 -6.24 -1.39  C72 1.081
82 H 3.45 -7.08 -1.28  C72 1.062
83 H 7.20 -3.21 -2.30  C77 1.096
84 H 7.31 -4.98 -2.49  C77 1.120
85 H 6.95 -4.22 -0.83  C77 1.101
86 C -8.83 3.93 1.73  C87 1.518, H93 1.105, H94 1.069, H95 1.123
87 C -7.48 4.25 1.10  C86 1.518, O88 1.461, H96 1.135, H97 1.114
88 O -6.57 3.12 1.20  C87 1.461, C89 1.299
89 C -6.84 2.14 0.40  O88 1.299, O90 1.212, O91 1.308
90 O -7.83 2.04 -0.30  C89 1.212
91 O -5.86 1.27 0.43  C89 1.308, C92 1.410
92 C -5.86 0.13 -0.39  O91 1.410, H98 1.086, H99 1.055, H100 1.104
93 H -9.42 3.32 1.03  C86 1.105
94 H -9.35 4.77 2.14  C86 1.069
95 H -8.52 3.30 2.61  C86 1.123
96 H -7.03 5.17 1.60  C87 1.135
97 H -7.74 4.63 0.08  C87 1.114
98 H -5.69 -0.68 0.31  C92 1.086
99 H -5.06 0.26 -1.06  C92 1.055
100 H -6.84 0.14 -0.91  C92 1.104
101 C -2.28 -1.91 4.52  C102 1.558, H108 1.049, H109 1.135, H110 1.089
102 C -3.51 -1.06 4.09  C101 1.558, O103 1.468, H111 1.126, H112 1.075
103 O -3.96 -0.29 5.26  C102 1.468, C104 1.343
104 C -3.15 0.75 5.51  O103 1.343, O105 1.209, O106 1.309
105 O -2.15 1.00 4.88  C104 1.209
106 O -3.71 1.54 6.39  C104 1.309, C107 1.429
107 C -2.99 2.74 6.69  O106 1.429, H113 1.063, H114 1.095, H115 1.068
108 H -1.75 -1.45 5.30  C101 1.049
109 H -1.59 -2.13 3.64  C101 1.135
110 H -2.62 -2.89 4.84  C101 1.089
111 H -4.40 -1.70 3.84  C102 1.126
112 H -3.29 -0.42 3.26  C102 1.075
113 H -3.01 3.32 5.80  C107 1.063
114 H -1.96 2.48 6.94  C107 1.095
115 H -3.53 3.28 7.43  C107 1.068
116 C 2.25 -0.08 6.14  C117 1.512, H123 1.130, H124 1.115, H125 1.100
117 C 3.07 -1.34 6.06  C116 1.512, O118 1.470, H126 1.072, H127 1.088
118 O 4.36 -1.06 6.69  C117 1.470, C119 1.280
119 C 5.45 -1.67 6.40  O118 1.280, O120 1.193, O121 1.338
120 O 6.47 -1.46 6.98  C119 1.193
121 O 5.35 -2.56 5.40  C119 1.338, C122 1.438
122 C 6.54 -3.18 4.89  O121 1.438, H128 1.107, H129 1.102, H130 1.048
123 H 1.15 -0.32 6.01  C116 1.130
124 H 2.47 0.71 5.38  C116 1.115
125 H 2.39 0.37 7.14  C116 1.100
126 H 3.28 -1.52 5.03  C117 1.072
127 H 2.66 -2.15 6.67  C117 1.088
128 H 7.06 -3.70 5.72  C122 1.107
129 H 7.17 -2.41 4.43  C122 1.102
130 H 6.10 -3.84 4.20  C122 1.048
131 C 3.77 -1.93 -5.64  C132 1.521, H138 1.093, H139 1.133, H140 1.097
132 C 2.25 -1.79 -5.58  C131 1.521, O133 1.495, H141 1.068, H142 1.090
133 O 1.76 -1.80 -6.99  C132 1.495, C134 1.294
134 C 0.47 -1.94 -7.08  O133 1.294, O135 1.232, O136 1.358
135 O -0.32 -2.12 -6.16  C134 1.232
136 O 0.21 -1.88 -8.42  C134 1.358, C137 1.421
137 C -1.13 -2.13 -8.82  O136 1.421, H143 1.071, H144 1.102, H145 1.050
138 H 4.27 -1.52 -4.77  C131 1.093
139 H 4.17 -1.32 -6.50  C131 1.133
140 H 4.08 -2.95 -5.89  C131 1.097
141 H 1.98 -0.85 -5.14  C132 1.068
142 H 1.79 -2.58 -4.99  C132 1.090
143 H -1.86 -1.49 -8.36  C137 1.071
144 H -1.41 -3.16 -8.55  C137 1.102
145 H -1.07 -1.92 -9.85  C137 1.050
146 C -0.69 -2.17 -2.49  C147 1.513, H153 1.117, H154 1.101, H155 1.090
147 C -1.44 -1.35 -1.45  C146 1.513, O148 1.452, H156 1.073, H157 1.086
148 O -0.58 -0.46 -0.70  C147 1.452, C149 1.342
149 C -0.21 -0.78 0.55  O148 1.342, O150 1.201, O151 1.351
150 O -0.53 -1.75 1.17  C149 1.201
151 O 0.52 0.27 0.99  C149 1.351, C152 1.469
152 C 0.80 0.44 2.42  O151 1.469, H158 1.080, H159 1.104, H160 1.096
153 H 0.03 -1.53 -3.04  C146 1.117
154 H -1.36 -2.69 -3.19  C146 1.101
155 H -0.01 -2.82 -1.94  C146 1.090
156 H -2.10 -1.92 -0.83  C147 1.073
157 H -2.14 -0.69 -1.96  C147 1.086
158 H -0.06 0.90 2.88  C152 1.080
159 H 1.66 1.13 2.50  C152 1.104
160 H 1.07 -0.48 2.94  C152 1.096
161 C 4.94 -3.04 1.35  C162 1.497, H168 1.092, H169 1.064, H170 1.088
162 C 3.61 -2.58 1.86  C161 1.497, O163 1.458, H171 1.125, H172 1.107
163 O 3.44 -1.15 1.64  C162 1.458, C164 1.333
164 C 4.20 -0.40 2.43  O163 1.333, O165 1.229, O166 1.322
165 O 4.85 -0.81 3.39  C164 1.229
166 O 4.03 0.84 2.01  C164 1.322, C167 1.448
167 C 4.89 1.77 2.71  O166 1.448, H173 1.098, H174 1.077, H175 1.095
168 H 4.96 -4.13 1.49  C161 1.092
169 H 5.80 -2.58 1.78  C161 1.064
170 H 5.05 -2.76 0.31  C161 1.088
171 H 3.54 -2.81 2.96  C162 1.125
172 H 2.76 -3.05 1.32  C162 1.107
173 H 5.21 1.43 3.70  C167 1.098
174 H 4.31 2.66 2.92  C167 1.077
175 H 5.80 2.03 2.17  C167 1.095


Computed, not measured: a 5-piece molecular cluster, C19H37BrNO14 overall, with wB97M-V/def2-TZVPD.

Values from the calculation:
- Gap between HOMO and LUMO: 6.156 eV
- Charge: -1
- LUMO level: 0.0683 Ha
- Energy relative to the best compared isomer or geometry (same formula, charge and spin): 0.000 eV

Each atom is followed by the atoms it is bonded to, with distances in Å.
CARTESIAN COORDINATES (ANGSTROEM)
1 C 0.26 -0.18 -1.93  C2 1.525, H12 1.085, H13 1.079, H14 1.078
2 C 1.32 -0.21 -0.84  C1 1.525, C3 1.526, H15 1.086, H16 1.085
3 C 2.51 0.73 -1.09  C2 1.526, C4 1.516, H17 1.086, H18 1.082
4 C 3.65 0.12 -1.88  C3 1.516, C5 1.532, H19 1.086, H20 1.082
5 C 3.47 0.06 -3.40  C4 1.532, N6 1.470, H21 1.088, H22 1.079
6 N 2.58 1.14 -3.86  C5 1.470, Br7 1.907, C8 1.479
7 Br 1.71 0.53 -5.45  N6 1.907
8 C 3.35 2.36 -4.19  N6 1.479, C9 1.552, H23 1.080, H24 1.089
9 C 2.39 3.58 -4.25  C8 1.552, O10 1.264, O11 1.243
10 O 2.19 4.13 -3.13  C9 1.264
11 O 1.93 3.86 -5.37  C9 1.243
12 H -0.43 -1.01 -1.74  C1 1.085
13 H -0.32 0.73 -1.86  C1 1.079
14 H 0.66 -0.29 -2.92  C1 1.078
15 H 1.63 -1.23 -0.65  C2 1.086
16 H 0.83 0.13 0.07  C2 1.085
17 H 2.90 1.00 -0.12  C3 1.086
18 H 2.14 1.63 -1.55  C3 1.082
19 H 4.52 0.75 -1.70  C4 1.086
20 H 3.92 -0.86 -1.51  C4 1.082
21 H 4.44 0.12 -3.88  C5 1.088
22 H 3.05 -0.88 -3.71  C5 1.079
23 H 4.05 2.52 -3.38  C8 1.080
24 H 3.88 2.24 -5.13  C8 1.089
25 C 0.75 -6.00 -7.11  O26 1.426, H31 1.087, H32 1.089, H33 1.088
26 O 0.48 -4.99 -8.07  C25 1.426, C27 1.338
27 C 1.23 -3.89 -7.92  O26 1.338, O28 1.200, O29 1.329
28 O 2.07 -3.72 -7.08  C27 1.200
29 O 0.89 -3.02 -8.87  C27 1.329, C30 1.433
30 C 1.59 -1.77 -8.82  O29 1.433, H34 1.088, H35 1.087, H36 1.086
31 H 0.09 -6.83 -7.34  C25 1.087
32 H 1.78 -6.34 -7.18  C25 1.089
33 H 0.54 -5.64 -6.10  C25 1.088
34 H 2.66 -1.93 -8.94  C30 1.088
35 H 1.39 -1.25 -7.89  C30 1.087
36 H 1.23 -1.18 -9.65  C30 1.086
37 C -1.03 -0.94 5.00  O38 1.427, H43 1.086, H44 1.088, H45 1.088
38 O -1.26 -0.61 3.64  C37 1.427, C39 1.334
39 C -1.78 0.61 3.45  O38 1.334, O40 1.205, O41 1.324
40 O -2.06 1.39 4.32  C39 1.205
41 O -1.94 0.79 2.15  C39 1.324, C42 1.433
42 C -2.49 2.07 1.79  O41 1.433, H46 1.088, H47 1.088, H48 1.085
43 H -0.61 -1.95 5.02  C37 1.086
44 H -0.32 -0.26 5.46  C37 1.088
45 H -1.96 -0.94 5.57  C37 1.088
46 H -1.83 2.87 2.12  C42 1.088
47 H -3.48 2.20 2.22  C42 1.088
48 H -2.55 2.09 0.71  C42 1.085
49 C -4.74 -6.60 6.21  O50 1.427, H55 1.086, H56 1.088, H57 1.088
50 O -5.03 -5.67 5.16  C49 1.427, C51 1.333
51 C -4.35 -4.53 5.24  O50 1.333, O52 1.203, O53 1.328
52 O -3.55 -4.24 6.10  C51 1.203
53 O -4.70 -3.76 4.22  C51 1.328, C54 1.430
54 C -4.04 -2.49 4.18  O53 1.430, H58 1.085, H59 1.089, H60 1.086
55 H -5.35 -7.47 6.02  C49 1.086
56 H -3.69 -6.88 6.20  C49 1.088
57 H -5.00 -6.17 7.18  C49 1.088
58 H -2.96 -2.62 4.09  C54 1.085
59 H -4.28 -1.91 5.07  C54 1.089
60 H -4.40 -1.97 3.31  C54 1.086
61 C -0.20 4.00 5.52  O62 1.429, H67 1.085, H68 1.089, H69 1.089
62 O -0.50 4.90 4.46  C61 1.429, C63 1.329
63 C 0.17 6.05 4.51  O62 1.329, O64 1.203, O65 1.331
64 O 0.96 6.38 5.36  C63 1.203
65 O -0.20 6.79 3.46  C63 1.331, C66 1.427
66 C 0.45 8.05 3.37  O65 1.427, H70 1.088, H71 1.089, H72 1.086
67 H -0.81 3.11 5.35  C61 1.085
68 H 0.85 3.72 5.51  C61 1.089
69 H -0.47 4.43 6.48  C61 1.089
70 H 1.53 7.93 3.27  C66 1.088
71 H 0.22 8.67 4.24  C66 1.089
72 H 0.07 8.53 2.47  C66 1.086


Computed, not measured: a 2-piece molecular cluster, C5H14OS overall, with wB97M-V/def2-TZVPD.

Values from the calculation:
- Gap between HOMO and LUMO (spin up / spin down): 10.814 / 5.689 eV
- Charge: +1
- 2S+1: 2
- LUMO level (spin up / spin down): -0.1153 / -0.3036 Ha
- Energy relative to the best compared isomer or geometry (same formula, charge and spin): 0.544 eV

Each atom is followed by the atoms it is bonded to, with distances in Å.
CARTESIAN COORDINATES (ANGSTROEM)
1 C 0.07 1.69 0.99  C2 1.532, H7 1.089, H8 1.093, H9 1.085
2 C 0.78 0.51 1.66  C1 1.532, C3 1.513, H10 1.103, H11 1.088
3 C 1.59 -0.40 0.75  C2 1.513, C4 1.549, H12 1.093, H13 1.092
4 C 0.89 -0.76 -0.58  C3 1.549, S5 1.780, H14 1.083, H15 1.098
5 S -0.71 -1.51 -0.37  C4 1.780, C6 1.777
6 C -0.30 -3.09 0.35  S5 1.777, H16 1.090, H17 1.089, H18 1.091
7 H 0.84 2.32 0.55  C1 1.089
8 H -0.55 1.28 0.19  C1 1.093
9 H -0.65 2.21 1.61  C1 1.085
10 H 0.00 -0.10 2.16  C2 1.103
11 H 1.40 0.83 2.49  C2 1.088
12 H 1.89 -1.32 1.26  C3 1.093
13 H 2.56 0.00 0.45  C3 1.092
14 H 0.94 0.07 -1.29  C4 1.083
15 H 1.53 -1.55 -0.98  C4 1.098
16 H 0.70 -3.40 0.07  C6 1.090
17 H -1.01 -3.82 -0.05  C6 1.089
18 H -0.36 -3.02 1.44  C6 1.091
19 H -1.07 4.05 -2.91  O21 0.975
20 H -1.97 3.71 -1.86  O21 0.960
21 O -1.27 4.34 -2.00  H19 0.975, H20 0.960